P:
{
  "formula": "C25H32N4O4",
  "method": "ωB97M-V/def2-TZVPD",
  "smiles": "C/C=C\\C=C/C(=O)Nc1cccc(C2=NO[C@@]3(C2)C[C@@H](C(N)=O)N(C(=O)CCCCC)C3)c1",
  "homo_lumo_gap_ev": 8.4,
  "lumo_energy_ev": -0.10,
  "charge": 0,
  "elements": ["C", "C", "C", "C", "C", "C", "O", "N", "C", "C", "C", "C", "C", "C", "N", "O", "C", "C", "C", "C", "C", "N", "O", "N", "C", "O", "C", "C", "C", "C", "C", "C", "C", "H", "H", "H", "H", "H", "H", "H", "H", "H", "H", "H", "H", "H", "H", "H", "H", "H", "H", "H", "H", "H", "H", "H", "H", "H", "H", "H", "H", "H", "H", "H", "H"],
  "xyz": [[-11.48534, -2.05032, 0.01876], [-10.77993, -0.75736, 0.23675], [-9.46792, -0.50515, 0.14936], [-8.45226, -1.46468, -0.18197], [-7.13106, -1.22067, -0.26643], [-6.46918, 0.07315, -0.03732], [-7.03432, 1.11477, 0.23304], [-5.09961, -0.02354, -0.16616], [-4.12949, 0.96379, -0.01517], [-4.43257, 2.28742, 0.29909], [-3.41125, 3.21188, 0.43643], [-2.09135, 2.84620, 0.26716], [-1.77416, 1.52292, -0.04954], [-0.38931, 1.13573, -0.22641], [0.57771, 1.95255, -0.07941], [1.77736, 1.34827, -0.30014], [1.60093, -0.05213, -0.63881], [0.08062, -0.25363, -0.60076], [2.27270, -0.34023, -1.98881], [3.73823, -0.66014, -1.65469], [4.65369, 0.55271, -1.92593], [4.52975, 1.55870, -1.04613], [5.43037, 0.55848, -2.85598], [3.71313, -1.05245, -0.25933], [4.71134, -1.62093, 0.46709], [4.50639, -1.96505, 1.61485], [6.03245, -1.83683, -0.24311], [7.21036, -1.77254, 0.73221], [7.70086, -0.34470, 0.96672], [6.66543, 0.54382, 1.65040], [7.22036, 1.93402, 1.93601], [2.40305, -0.90249, 0.34567], [-2.79799, 0.59104, -0.18937], [-12.22117, -1.93509, -0.77766], [-12.02947, -2.32585, 0.92268], [-10.81268, -2.86064, -0.24318], [-11.43674, 0.06323, 0.49778], [-9.11336, 0.49668, 0.33892], [-8.77816, -2.47863, -0.38002], [-6.47619, -2.04351, -0.52450], [-4.73009, -0.93691, -0.39103], [-5.46037, 2.57811, 0.43328], [-3.65725, 4.23416, 0.68030], [-1.29024, 3.55881, 0.37343], [-0.21555, -0.98613, 0.15123], [-0.31908, -0.55540, -1.57004], [2.18454, 0.51012, -2.66450], [1.79696, -1.20620, -2.44991], [4.10917, -1.47625, -2.28668], [5.06175, 2.39885, -1.20706], [3.75452, 1.60129, -0.40335], [6.17543, -1.11924, -1.04821], [5.97994, -2.83648, -0.68537], [6.89668, -2.21468, 1.67982], [8.03660, -2.36508, 0.33456], [8.59885, -0.38320, 1.58844], [7.98166, 0.10089, 0.00838], [5.78606, 0.63540, 1.01100], [6.34748, 0.07380, 2.58286], [6.46614, 2.56014, 2.40744], [7.53877, 2.41366, 1.01236], [8.07944, 1.87377, 2.60079], [2.49458, -0.42482, 1.32497], [1.93969, -1.88652, 0.48811], [-2.56691, -0.43687, -0.43293]]
}

Q:
{
  "formula": "C25H32N4O4",
  "method": "ωB97M-V/def2-TZVPD",
  "smiles": "CCOc1ccc(N(CC(=O)NC2CCCC2)C(=O)CCCC(=O)Nc2ccccn2)cc1",
  "homo_lumo_gap_ev": 8.7,
  "lumo_energy_ev": 0.70,
  "charge": 0,
  "elements": ["C", "C", "O", "C", "C", "C", "C", "N", "C", "C", "O", "N", "C", "C", "C", "C", "C", "C", "O", "C", "C", "C", "C", "O", "N", "C", "C", "C", "C", "C", "N", "C", "C", "H", "H", "H", "H", "H", "H", "H", "H", "H", "H", "H", "H", "H", "H", "H", "H", "H", "H", "H", "H", "H", "H", "H", "H", "H", "H", "H", "H", "H", "H", "H", "H"],
  "xyz": [[-5.65292, -1.69195, 0.31242], [-4.84942, -2.54992, 1.28593], [-3.48193, -2.63011, 0.93753], [-2.67006, -1.55581, 1.13737], [-3.00741, -0.39829, 1.83031], [-2.08910, 0.62818, 1.96902], [-0.82406, 0.52870, 1.40948], [0.09619, 1.61497, 1.48129], [-0.48286, 2.92094, 1.24526], [-1.43457, 2.89845, 0.03813], [-2.50762, 3.46544, 0.06430], [-0.94240, 2.24981, -1.02655], [-1.72777, 2.03302, -2.22314], [-2.29933, 0.60797, -2.27326], [-1.23307, -0.24842, -2.97691], [-0.17034, 0.73178, -3.50128], [-0.84371, 2.10335, -3.46596], [1.39742, 1.37022, 1.78956], [1.78934, 0.25993, 2.09683], [2.36020, 2.55423, 1.76451], [3.79878, 2.05508, 1.63794], [4.12054, 1.68805, 0.18326], [3.16882, 0.62956, -0.34532], [2.16346, 0.90987, -0.97061], [3.57555, -0.63594, -0.06934], [2.94178, -1.84045, -0.35725], [1.95358, -1.98027, -1.33064], [1.40200, -3.23472, -1.51461], [1.85547, -4.29728, -0.74610], [2.86944, -4.05341, 0.16560], [3.40428, -2.86129, 0.35476], [-0.48273, -0.63151, 0.72195], [-1.38697, -1.66140, 0.59682], [-5.30220, -0.66278, 0.31955], [-6.70338, -1.70902, 0.58935], [-5.54615, -2.08306, -0.69635], [-5.19812, -3.58566, 1.24374], [-4.96876, -2.18975, 2.31515], [-3.98196, -0.27468, 2.27492], [-2.38366, 1.51072, 2.51381], [0.28900, 3.66141, 1.03969], [-1.04843, 3.26912, 2.11679], [-0.05883, 1.76214, -0.96308], [-2.51722, 2.78860, -2.20861], [-3.22671, 0.61566, -2.84551], [-2.52308, 0.24398, -1.27151], [-1.67880, -0.80990, -3.79807], [-0.79706, -0.96481, -2.28280], [0.69896, 0.74160, -2.84459], [0.16923, 0.47054, -4.50280], [-1.47339, 2.24426, -4.34504], [-0.12706, 2.92136, -3.41559], [2.14700, 3.21757, 0.92689], [2.23154, 3.11080, 2.69597], [3.92298, 1.18106, 2.28009], [4.49247, 2.83106, 1.96593], [5.14883, 1.33100, 0.10972], [4.01168, 2.57577, -0.44381], [4.31341, -0.75509, 0.61336], [1.64102, -1.13563, -1.91940], [0.63012, -3.38138, -2.25643], [1.44186, -5.28653, -0.86002], [3.28094, -4.84610, 0.77630], [0.49463, -0.72077, 0.28040], [-1.12389, -2.56424, 0.06806]]
}

The most stable arrangement is Q, and the next structure is 218.7 kJ/mol less stable.

P:
{
  "formula": "C22H31N3O3S",
  "method": "ωB97M-V/def2-TZVPD",
  "smiles": "COc1ccc(C(=O)NCc2nc(C)c(C)s2)cc1OC1CCN(C(C)C)CC1",
  "homo_lumo_gap_ev": 8.9,
  "lumo_energy_ev": 0.71,
  "charge": 0,
  "elements": ["C", "O", "C", "C", "C", "C", "C", "O", "N", "C", "C", "N", "C", "C", "C", "C", "S", "C", "C", "O", "C", "C", "C", "N", "C", "C", "C", "C", "C", "H", "H", "H", "H", "H", "H", "H", "H", "H", "H", "H", "H", "H", "H", "H", "H", "H", "H", "H", "H", "H", "H", "H", "H", "H", "H", "H", "H", "H", "H", "H"],
  "xyz": [[-0.22895, -0.12631, 3.94810], [0.06874, 0.31180, 2.64499], [-0.51794, -0.31754, 1.58329], [-1.41379, -1.37141, 1.72080], [-1.96350, -1.99257, 0.61673], [-1.62014, -1.58426, -0.66481], [-2.23480, -2.30236, -1.81425], [-3.27947, -2.91948, -1.71662], [-1.56008, -2.19999, -2.98906], [-1.94665, -2.97607, -4.13988], [-0.81964, -3.83767, -4.59567], [0.40734, -3.65185, -4.26695], [1.24735, -4.56127, -4.82975], [2.71007, -4.49176, -4.54959], [0.63977, -5.48355, -5.63197], [1.27577, -6.59843, -6.38209], [-1.07309, -5.19216, -5.67273], [-0.74662, -0.51276, -0.80803], [-0.19254, 0.13697, 0.28773], [0.71586, 1.10919, -0.02311], [0.68700, 2.42678, 0.53372], [-0.68460, 2.88422, 1.01639], [-0.58916, 4.33481, 1.51806], [0.39288, 4.52854, 2.56704], [-0.05730, 4.06627, 3.88273], [1.08560, 3.84314, 4.87125], [-0.99351, 5.13045, 4.46837], [1.69001, 4.09432, 2.09088], [1.72834, 2.62837, 1.63495], [0.06799, -1.16839, 4.10001], [-1.29300, -0.01208, 4.17986], [0.35217, 0.51299, 4.61212], [-1.68377, -1.72611, 2.70260], [-2.66032, -2.80734, 0.73583], [-0.60717, -1.87134, -2.99175], [-2.81399, -3.58168, -3.85481], [-2.25079, -2.31024, -4.96117], [3.26849, -4.33432, -5.47160], [3.05712, -5.42001, -4.09790], [2.90487, -3.66851, -3.86930], [2.05087, -6.21504, -7.04610], [0.53721, -7.13104, -6.97459], [1.74348, -7.30144, -5.69176], [-0.47742, -0.13002, -1.78048], [0.97935, 3.05536, -0.32228], [-1.41161, 2.81745, 0.20417], [-1.02468, 2.24428, 1.82947], [-0.30386, 4.98332, 0.68287], [-1.56798, 4.65924, 1.87191], [-0.61596, 3.11821, 3.79811], [0.66661, 3.60152, 5.84598], [1.73000, 3.02163, 4.57027], [1.68211, 4.74635, 4.97246], [-0.46329, 6.07590, 4.54350], [-1.87077, 5.28044, 3.84629], [-1.32838, 4.83277, 5.45903], [1.93568, 4.73370, 1.23475], [2.44305, 4.27382, 2.85611], [2.71796, 2.38119, 1.24800], [1.50911, 1.96399, 2.46787]]
}

Q:
{
  "formula": "C22H31N3O3S",
  "method": "ωB97M-V/def2-TZVPD",
  "smiles": "COc1cccc(CC2(CO)CCN(Cc3cnc(N4CCOCC4)s3)CC2)c1",
  "homo_lumo_gap_ev": 8.3,
  "lumo_energy_ev": 0.61,
  "charge": 0,
  "elements": ["C", "O", "C", "C", "C", "C", "C", "C", "C", "C", "O", "C", "C", "N", "C", "C", "C", "N", "C", "N", "C", "C", "O", "C", "C", "S", "C", "C", "C", "H", "H", "H", "H", "H", "H", "H", "H", "H", "H", "H", "H", "H", "H", "H", "H", "H", "H", "H", "H", "H", "H", "H", "H", "H", "H", "H", "H", "H", "H", "H"],
  "xyz": [[1.51489, 5.48672, -4.03591], [1.65838, 4.11586, -3.75786], [0.98467, 3.59347, -2.69410], [0.15285, 4.31061, -1.84364], [-0.48402, 3.65156, -0.80469], [-0.29490, 2.30032, -0.59679], [0.54842, 1.57134, -1.43212], [0.77278, 0.10602, -1.19558], [1.97088, -0.21903, -0.26246], [3.29224, 0.26539, -0.89272], [3.62262, -0.37625, -2.09928], [2.00917, -1.74476, -0.07822], [2.87544, -2.18799, 1.10680], [2.58688, -1.52207, 2.35705], [1.52247, -2.05411, 3.18340], [0.10762, -1.76049, 2.78060], [-0.64732, -0.67745, 3.09103], [-1.88401, -0.60550, 2.53520], [-2.13696, -1.63603, 1.79962], [-3.31752, -1.86069, 1.17819], [-4.21411, -0.73222, 1.00004], [-3.95627, -0.08470, -0.36594], [-4.08036, -1.02826, -1.40841], [-3.18294, -2.10179, -1.24261], [-3.42387, -2.81434, 0.09544], [-0.82211, -2.81775, 1.73813], [2.64984, -0.08609, 2.20827], [1.76413, 0.47952, 1.08837], [1.17009, 2.22773, -2.48051], [2.13281, 5.67601, -4.91230], [0.47543, 5.74433, -4.26425], [1.86858, 6.10538, -3.20458], [-0.01298, 5.36715, -1.98144], [-1.13927, 4.20836, -0.15100], [-0.80686, 1.80860, 0.21711], [-0.12470, -0.31404, -0.73337], [0.91938, -0.40849, -2.14913], [3.24633, 1.35479, -1.03238], [4.12219, 0.04402, -0.21970], [2.96266, -0.14109, -2.76075], [0.99414, -2.11549, 0.06586], [2.40596, -2.20044, -0.98763], [2.76526, -3.26535, 1.25083], [3.92765, -1.98713, 0.87722], [1.67010, -1.64291, 4.18962], [1.66568, -3.13708, 3.23465], [-0.33346, 0.12798, 3.73167], [-4.04078, -0.02053, 1.80566], [-5.24019, -1.10866, 1.04316], [-4.69022, 0.69488, -0.57296], [-2.94724, 0.35551, -0.37622], [-3.35458, -2.77777, -2.08123], [-2.14467, -1.73477, -1.27882], [-2.70781, -3.62430, 0.23657], [-4.43869, -3.22410, 0.11019], [2.36860, 0.37454, 3.15822], [3.69688, 0.16983, 2.01033], [1.96444, 1.54788, 0.98323], [0.72135, 0.36579, 1.38242], [1.80869, 1.70277, -3.17532]]
}

The most stable arrangement is P, and the next structure is 83.0 kJ/mol less stable.